# C5H9NO

A 2-piece molecular cluster, C5H9NO overall (wB97M-V/def2-TZVPD, OMol25).

XYZ file:
```
16
Properties=species:S:1:pos:R:3:forces:R:3
C 0.552 0.536 3.113 1.084 -0.171 1.558
H 0.802 0.997 -5.822 -0.377 -0.049 -0.570
C -0.608 0.877 0.743 0.397 0.627 -0.837
H 1.468 -0.058 3.332 -0.268 0.433 -0.453
H -0.467 1.927 0.514 -0.392 0.023 0.384
H -1.545 0.039 -1.166 -0.001 0.634 -0.033
H 1.481 -0.097 -6.558 -0.312 0.008 -0.402
C -0.255 -1.174 1.506 1.102 -0.603 0.265
C -1.085 -0.007 -0.196 0.444 -1.568 0.054
N -0.794 -1.293 0.255 -0.440 1.301 0.749
H -1.095 -2.163 -0.141 -0.100 0.082 -0.145
H 0.830 1.587 3.243 -0.239 -0.159 -0.216
O 0.723 0.501 -6.659 0.690 0.041 0.978
H -0.075 0.230 3.966 -0.203 0.455 -0.333
H 0.105 -2.055 2.047 -0.360 0.400 -0.228
C -0.037 0.155 1.822 -1.023 -1.454 -0.770
```
Forces are in eV/Å.

Values from the calculation:
**SMILES**: Cc1cc[nH]c1.O

Here are the Mulliken charges for atoms 1 to 8, given in e: number 1, C, carries -1.217; number 2, H, carries 0.321; number 3, C, carries -0.696; number 4, H, carries 0.298; number 5, H, carries 0.318; number 6, H, carries 0.410; number 7, H, carries 0.320; number 8, C, carries -0.665


# C6H12BrN4

An isolated ion of composition C6H12BrN4 and charge +1 (wB97M-V/def2-TZVPD, OMol25).

XYZ file:
```
23
Properties=species:S:1:pos:R:3:forces:R:3
Br -5.730 0.528 -0.588 0.108 -0.016 -0.004
H 1.494 -1.191 1.675 -0.092 -0.002 0.199
C -0.672 0.064 0.802 0.231 0.588 -0.310
C 2.881 0.488 -0.717 -0.245 0.153 0.038
N -1.864 0.119 -0.079 -0.760 0.024 0.463
H 0.241 1.271 -0.737 -0.175 0.216 -0.105
H -3.341 0.440 1.378 0.166 0.007 0.138
C 1.936 -1.393 0.704 -0.166 0.121 -0.359
H -0.941 0.654 1.669 -0.212 0.065 0.182
H 1.597 -2.360 0.350 -0.145 -0.247 0.153
H 3.770 -0.127 -0.668 0.133 -0.198 -0.135
C 1.619 -0.308 -0.344 0.570 0.256 0.151
N -3.194 0.095 -1.748 0.832 -0.075 -0.180
H -0.519 -0.958 1.123 -0.079 -0.272 -0.149
C 0.551 0.686 0.122 0.109 -0.345 -0.190
H 0.998 1.393 0.813 0.070 0.026 0.286
N -1.923 -0.007 -1.351 -0.186 -0.071 -0.133
N -3.107 0.321 0.403 0.124 -0.151 -0.486
H 3.000 -1.482 0.873 0.270 0.012 -0.003
H 1.268 -0.762 -1.266 -0.161 -0.332 -0.032
C -3.911 0.298 -0.668 -0.430 0.089 0.439
H 2.815 0.914 -1.713 -0.042 0.052 -0.168
H 3.033 1.318 -0.032 0.080 0.098 0.205
```
Forces are in eV/Å.

Values from the calculation:
**Charge**: +1
**SMILES**: CC(C)CCn1nnc(Br)[nH+]1

Here are the Mulliken charges for atoms 1 to 8, given in e: number 1, Br, carries 0.025; number 2, H, carries 0.356; number 3, C, carries -0.300; number 4, C, carries -1.585; number 5, N, carries 0.957; number 6, H, carries 0.476; number 7, H, carries 0.229; number 8, C, carries -1.455


Result set for frontier orbital gap: 0.324 0.368 Ha, one per record in the order listed.